No. 1
{"formula": "C30H46BiN7OS3", "method": "ωB97M-V/def2-TZVPD", "total_charge": 0, "relative_energy_kcal_mol": 70.31, "e_homo_ev": -5.3, "homo_lumo_gap_ev": 5.61, "lumo_energy_ev": 0.29, "elements": ["Bi", "C", "C", "S", "C", "C", "S", "C", "C", "S", "H", "H", "H", "H", "H", "H", "H", "H", "H", "H", "H", "H", "C", "N", "C", "C", "N", "C", "C", "N", "C", "C", "N", "C", "N", "C", "C", "C", "N", "C", "H", "H", "H", "H", "H", "H", "H", "H", "H", "H", "H", "H", "H", "H", "H", "H", "H", "H", "H", "H", "H", "H", "H", "H", "O", "C", "C", "C", "C", "C", "C", "N", "C", "C", "C", "C", "C", "C", "H", "H", "H", "H", "H", "H", "H", "H", "H", "H"], "xyz": [[-0.9855, -1.0374, 0.2280], [-3.5972, -3.2714, 2.2959], [-2.6940, -4.4027, 1.8126], [-1.0867, -3.8501, 1.1391], [-1.1728, -4.7389, -0.4286], [-2.2145, -4.2437, -1.4199], [-2.3158, -2.4593, -1.7915], [-4.1553, -2.3497, -1.6287], [-4.7017, -2.6877, -0.2384], [-3.8559, -1.8719, 1.1630], [-3.2073, -2.8240, 3.2113], [-4.5818, -3.6783, 2.5353], [-3.2132, -4.9787, 1.0479], [-2.5186, -5.0811, 2.6502], [-1.3741, -5.7885, -0.1934], [-0.1753, -4.6743, -0.8490], [-3.1987, -4.5609, -1.0826], [-2.0360, -4.7268, -2.3821], [-4.6560, -2.9907, -2.3593], [-4.4085, -1.3190, -1.8884], [-4.6702, -3.7609, -0.0629], [-5.7493, -2.3886, -0.1889], [1.9235, -1.5367, 2.3351], [1.8573, -0.3082, 3.1062], [3.0813, 0.3787, 3.4696], [2.5413, 1.6500, 4.1106], [1.2334, 1.7932, 3.4813], [0.3811, 2.8616, 3.9555], [0.8339, 0.5841, 2.9587], [-0.2612, 0.2245, 2.3715], [-1.4196, 1.1022, 2.2130], [-1.3713, 2.0900, 1.0345], [-1.5696, 1.4946, -0.2909], [-1.4813, 2.2467, -1.3439], [-1.6532, 1.7313, -2.6005], [-1.5775, 0.3131, -2.8367], [-1.1759, 2.6646, -3.6027], [-1.2958, 3.9878, -2.8660], [-1.2046, 3.5876, -1.4698], [-1.4527, 4.6255, -0.4898], [2.7525, -2.1323, 2.7147], [2.0688, -1.3410, 1.2696], [1.0056, -2.1077, 2.4711], [3.6836, 0.5978, 2.5801], [3.6772, -0.2143, 4.1625], [3.1665, 2.5198, 3.9119], [2.4337, 1.5301, 5.1959], [1.0231, 3.6185, 4.4030], [-0.3293, 2.5307, 4.7193], [-0.1648, 3.3387, 3.1423], [-1.5968, 1.6964, 3.1097], [-2.3085, 0.4726, 2.1045], [-0.4107, 2.6007, 1.0741], [-2.1668, 2.8158, 1.2341], [-2.2773, -0.2093, -2.1800], [-0.5708, -0.0848, -2.6418], [-1.8549, 0.0951, -3.8667], [-1.7913, 2.6317, -4.5016], [-0.1344, 2.4480, -3.8692], [-2.2644, 4.4647, -3.0655], [-0.4970, 4.6838, -3.1215], [-1.2277, 5.5796, -0.9636], [-0.8033, 4.5332, 0.3749], [-2.4961, 4.6497, -0.1597], [-0.0731, -2.4393, -0.8686], [2.4045, 3.8231, -1.5798], [1.8540, 3.3943, -0.3794], [1.6308, 2.0481, -0.1390], [1.9475, 1.0460, -1.0722], [2.5151, 1.5083, -2.2898], [2.7315, 2.8521, -2.5282], [1.6678, -0.2749, -0.8299], [2.7168, -1.1274, -1.1662], [4.0369, -0.7877, -0.7790], [5.1225, -1.5963, -1.0571], [4.9485, -2.8008, -1.7340], [3.6630, -3.1557, -2.1144], [2.5667, -2.3498, -1.8324], [2.5866, 4.8732, -1.7703], [1.6045, 4.1213, 0.3900], [1.2303, 1.7194, 0.8067], [2.7724, 0.7775, -3.0479], [3.1672, 3.1540, -3.4751], [4.1944, 0.1447, -0.2460], [6.1123, -1.2853, -0.7411], [5.7932, -3.4398, -1.9579], [3.5011, -4.0870, -2.6472], [1.5683, -2.6412, -2.1448]], "atomic_forces_ev_per_a": [[2.511, -1.362, -1.634], [-0.104, 0.030, -0.028], [0.126, -0.047, 0.222], [-0.798, -0.436, 0.416], [0.299, 0.184, -0.288], [0.044, -0.126, 0.072], [-1.299, -0.746, 0.423], [0.149, -0.045, -0.220], [-0.098, 0.147, 0.026], [-0.389, -0.292, -0.001], [0.042, 0.076, -0.054], [0.025, -0.007, 0.090], [0.083, -0.023, -0.049], [-0.088, 0.006, 0.021], [-0.085, 0.022, 0.030], [0.006, 0.117, 0.044], [-0.055, 0.011, -0.118], [0.035, -0.085, 0.052], [-0.033, 0.018, 0.014], [0.055, 0.016, 0.008], [0.006, 0.003, 0.070], [-0.017, -0.045, -0.037], [-0.040, -0.012, -0.009], [0.014, -0.011, 0.107], [0.019, 0.086, -0.103], [-0.001, -0.110, 0.054], [0.105, 0.123, -0.068], [-0.031, -0.015, 0.011], [0.031, -0.213, -0.098], [-0.407, 0.183, -0.004], [0.161, 0.226, 0.170], [-0.292, 0.075, -0.066], [0.079, 0.061, 0.316], [0.162, 0.046, 0.041], [-0.214, 0.038, -0.050], [0.212, 0.022, 0.181], [0.184, -0.019, -0.016], [-0.055, -0.025, -0.058], [-0.013, 0.007, 0.025], [-0.030, -0.008, 0.007], [-0.001, 0.001, 0.000], [0.001, 0.009, -0.013], [0.007, -0.006, 0.054], [-0.009, 0.013, 0.001], [0.008, -0.028, -0.029], [-0.025, 0.021, -0.003], [0.001, 0.012, 0.002], [0.009, 0.006, -0.017], [0.020, 0.007, 0.021], [-0.011, -0.019, 0.013], [-0.073, -0.045, 0.007], [0.002, 0.017, 0.009], [-0.080, 0.147, 0.048], [0.035, 0.019, 0.060], [0.009, 0.455, -0.240], [-0.010, -0.031, -0.041], [-0.022, 0.037, -0.003], [0.003, -0.048, -0.003], [0.007, 0.019, 0.031], [0.005, 0.012, 0.005], [0.014, 0.000, 0.036], [0.011, -0.005, -0.006], [-0.005, 0.013, -0.003], [-0.009, 0.023, -0.025], [-0.144, 0.841, 0.451], [-0.025, -0.014, -0.004], [-0.012, 0.002, -0.017], [0.067, 0.019, 0.058], [-0.133, 0.041, -0.118], [-0.029, -0.009, -0.015], [-0.011, 0.014, -0.018], [-0.124, 0.768, 0.173], [0.220, -0.049, 0.137], [-0.129, -0.003, 0.046], [0.022, -0.122, -0.083], [0.043, 0.119, 0.073], [-0.090, -0.049, 0.051], [-0.243, -0.112, -0.314], [0.016, -0.001, 0.005], [0.025, -0.003, 0.008], [0.107, -0.013, 0.047], [0.041, -0.010, 0.022], [-0.002, 0.002, 0.000], [-0.017, 0.011, -0.027], [0.004, -0.011, -0.002], [0.002, -0.001, -0.003], [0.005, 0.008, -0.013], [0.219, 0.071, 0.141]], "lowdin_charge": [1.651, -0.520, -0.505, 0.826, -0.507, -0.451, 0.812, -0.485, -0.504, 0.785, 0.075, 0.078, 0.061, 0.076, 0.088, 0.066, 0.050, 0.086, 0.081, 0.071, 0.058, 0.073, -0.035, -0.088, -0.120, -0.124, -0.079, -0.042, -0.384, -0.053, -0.297, -0.262, -0.014, -0.359, -0.091, -0.099, -0.118, -0.127, -0.069, -0.048, 0.097, 0.061, 0.049, 0.126, 0.123, 0.124, 0.124, 0.091, 0.095, 0.075, 0.091, 0.050, 0.063, 0.111, -0.021, 0.084, 0.100, 0.122, 0.123, 0.124, 0.122, 0.092, 0.063, 0.094, -0.933, -0.139, -0.129, -0.073, -0.350, -0.045, -0.119, -0.018, -0.342, -0.061, -0.117, -0.135, -0.112, -0.050, 0.084, 0.092, 0.063, 0.112, 0.094, 0.103, 0.090, 0.084, 0.090, 0.075]}

No. 2
{"formula": "C30H46Br2ClFN5O6PS", "method": "ωB97M-V/def2-TZVPD", "total_charge": 1, "e_homo_ev": [-10.7, -10.8], "homo_lumo_gap_ev": [5.87, 5.90], "lumo_energy_ev": [-4.87, -4.87], "spin_multiplicity": 2, "elements": ["C", "O", "C", "C", "C", "N", "C", "O", "N", "C", "O", "F", "C", "N", "P", "O", "Cl", "C", "O", "C", "C", "C", "C", "S", "C", "Br", "C", "C", "Br", "N", "C", "C", "C", "C", "C", "C", "H", "H", "H", "H", "H", "H", "H", "H", "H", "H", "H", "H", "H", "H", "H", "H", "H", "H", "H", "H", "H", "H", "H", "H", "H", "H", "H", "H", "C", "C", "C", "C", "C", "C", "N", "O", "C", "C", "C", "H", "H", "H", "H", "H", "H", "H", "H", "H", "H", "H", "H", "H", "H", "H", "H", "H", "H"], "xyz": [[5.3017, 4.1344, 4.2043], [5.0719, 3.9492, 2.7397], [3.6953, 4.4053, 2.4762], [2.9947, 3.7089, 1.1490], [1.7971, 2.7365, 1.6984], [1.6197, 1.4379, 0.9395], [0.9179, 1.5024, -0.3983], [-0.3968, 1.7443, -0.4485], [1.6230, 1.3193, -1.7528], [2.0482, 2.6473, -2.3425], [1.0913, 3.4403, -2.8764], [3.4973, 3.0324, -2.3772], [2.0443, 0.2289, 1.4274], [2.7279, 0.0186, 2.7966], [4.4877, 0.3853, 2.8501], [5.0057, 1.1203, 1.3511], [5.6545, -1.4167, 2.9729], [2.3230, -1.3872, 3.2903], [1.1942, -1.0808, 4.2167], [1.7429, -2.2381, 1.9722], [2.9193, -3.4128, 1.8564], [2.4576, -4.7199, 0.9703], [3.3080, -6.0997, 1.3812], [2.5457, -7.0519, 2.8040], [0.2955, -2.7559, 2.4705], [0.3142, -4.3321, 3.7696], [-1.0543, -2.2341, 2.1516], [-1.2156, -0.9401, 1.1713], [-2.7148, -3.0809, 2.9087], [1.9599, -1.1865, 0.9369], [2.4009, -1.5453, -0.4478], [3.8101, -1.1625, -1.1914], [4.0641, -1.6300, -2.7749], [2.9518, -2.4755, -3.6451], [1.5531, -2.9037, -2.9050], [1.3078, -2.4295, -1.3556], [4.8225, 3.2502, 4.8440], [4.8060, 5.1216, 4.6260], [6.4617, 4.2160, 4.4646], [3.0830, 4.1955, 3.4789], [3.7213, 5.5966, 2.3918], [3.7524, 3.2075, 0.4127], [2.4842, 4.5982, 0.5408], [1.8437, 2.5090, 2.8613], [0.7811, 3.3442, 1.5481], [0.9917, 0.8014, -2.4105], [5.9762, 0.9459, 1.1626], [3.0630, -1.9371, 4.0106], [1.3882, -0.1310, 4.5148], [3.9182, -3.0121, 1.3932], [3.1594, -3.8374, 2.9471], [1.2978, -4.9778, 1.0714], [2.6705, -4.5689, -0.1915], [4.4183, -5.7702, 1.5526], [3.2345, -6.7940, 0.4280], [2.6934, -6.2053, 3.9352], [-2.3530, -0.7357, 0.9279], [-0.8135, 0.0484, 1.6905], [-0.6512, -1.0149, 0.1403], [4.6328, -0.5621, -0.6147], [5.0663, -1.3234, -3.3330], [3.0854, -2.8010, -4.7790], [0.6765, -3.5403, -3.4053], [0.2798, -2.7403, -0.8331], [-5.9021, 3.1657, -2.1523], [-4.8931, 2.1141, -1.5991], [-3.7473, 1.8375, -2.6210], [-4.0938, 0.8725, -3.7441], [-4.7245, -0.3989, -3.1913], [-5.9602, -0.0978, -2.3046], [-5.6516, 0.8797, -1.2038], [-4.8912, 0.1995, -0.2360], [-7.1004, 0.4325, -3.2170], [-6.5327, -1.4455, -1.7589], [-4.2193, 2.8560, -0.3914], [-6.9098, 2.7717, -2.2960], [-6.0481, 3.9999, -1.4546], [-5.5717, 3.5909, -3.1053], [-2.8821, 1.4185, -2.0882], [-3.3972, 2.7803, -3.0588], [-4.7564, 1.3553, -4.4695], [-3.1822, 0.6132, -4.2943], [-5.0049, -1.0540, -4.0269], [-3.9692, -0.9518, -2.6166], [-7.9901, 0.6880, -2.6313], [-7.4032, -0.3256, -3.9458], [-6.8166, 1.3074, -3.8071], [-5.7922, -2.0235, -1.1958], [-6.8660, -2.0929, -2.5794], [-7.3986, -1.2703, -1.1092], [-4.9380, 3.0435, 0.4150], [-3.8178, 3.8268, -0.7095], [-3.3745, 2.2965, 0.0280]], "atomic_forces_ev_per_a": [[0.392, 0.234, 1.257], [-1.552, 0.628, 1.889], [-0.043, 0.888, 0.607], [-0.224, 1.097, 0.391], [-0.978, 1.779, 0.681], [0.858, -2.540, -0.711], [-7.183, 1.281, -2.455], [8.718, -1.719, 1.086], [0.938, 1.868, 2.013], [-4.809, 4.472, -3.235], [7.725, -5.420, 3.757], [-5.031, -1.771, 0.498], [1.042, -3.851, 1.527], [-0.856, -0.101, -3.258], [2.074, 1.682, 0.174], [-0.354, -2.030, 1.205], [-0.820, 0.572, -0.672], [-2.074, 0.914, 1.750], [1.799, 1.653, -0.927], [2.772, 0.046, 3.278], [-0.549, -1.838, -0.393], [-0.089, -0.878, -0.705], [-0.152, 1.737, -1.153], [0.714, 0.931, 0.237], [-4.335, 0.623, -1.227], [0.337, 2.097, -1.554], [4.226, -0.520, -0.172], [-0.689, 0.545, 0.140], [2.077, 1.245, -1.038], [-0.193, 2.752, -2.305], [-0.172, -1.585, -5.192], [-2.837, -2.016, -1.640], [-3.241, -0.906, 1.102], [-1.150, 0.901, 4.120], [2.536, 2.312, 2.707], [2.310, 0.729, -1.477], [1.024, 1.655, -1.558], [0.981, -1.812, -1.142], [-2.584, -0.373, -0.985], [0.842, 0.243, -2.330], [-0.126, -2.560, -0.108], [-1.323, 0.719, 1.771], [1.052, -2.019, 1.309], [0.229, 0.184, -2.659], [2.091, -1.636, 0.271], [0.451, 1.097, 0.834], [-1.509, 0.184, 0.542], [-0.723, 1.215, -2.148], [-0.488, -2.051, -0.395], [-2.108, -0.389, 0.968], [-0.674, 1.161, -2.359], [2.550, 0.750, -0.068], [-0.420, -0.007, 2.531], [-2.019, -0.949, -0.224], [0.252, 1.180, 2.248], [0.093, -0.707, -1.668], [2.321, -0.544, 0.563], [-0.854, -2.174, -0.818], [-1.080, -0.239, 2.162], [-1.786, -1.245, -1.292], [-2.380, -0.695, 1.554], [-0.017, 0.911, 2.796], [2.339, 1.620, 1.075], [2.556, 0.703, -1.212], [-0.466, 0.027, -0.148], [0.071, 2.010, -0.035], [0.054, -0.402, 0.131], [-0.083, 0.023, -0.116], [0.134, 0.201, 0.184], [-1.423, -1.032, -1.113], [4.047, -2.538, 2.062], [-2.336, 1.805, -2.247], [0.095, 0.437, -0.036], [0.465, 0.301, 0.514], [-0.065, -0.890, 0.190], [0.231, -0.110, -0.057], [0.267, -0.202, -0.091], [-0.021, -0.087, 0.102], [-0.215, 0.041, 0.168], [-0.213, 0.005, 0.291], [-0.021, -0.077, 0.053], [-0.083, 0.082, 0.024], [-0.221, 0.093, 0.276], [-0.179, 0.105, 0.148], [0.181, -0.016, -0.012], [0.198, -0.083, 0.239], [-0.034, -0.066, 0.168], [-0.081, 0.299, 0.005], [0.111, 0.411, -0.035], [0.206, 0.046, -0.080], [0.056, -0.110, -0.193], [-0.278, -0.246, -0.263], [-0.275, -0.058, -0.090]], "lowdin_charge": [-0.129, -0.272, -0.218, -0.115, -0.108, 0.061, -0.194, 0.070, 0.127, -0.172, 0.056, 0.000, -0.064, -0.212, 0.723, -0.391, 0.201, -0.275, -0.097, -0.290, -0.162, -0.267, -0.547, 0.590, -0.493, 0.677, -0.609, -0.126, 0.637, 0.006, -0.145, 0.018, -0.035, -0.046, -0.049, -0.005, 0.096, 0.104, 0.117, 0.122, 0.150, 0.113, 0.136, 0.146, 0.167, 0.153, 0.083, 0.150, 0.126, 0.095, 0.111, 0.101, 0.105, 0.088, 0.094, -0.140, 0.090, 0.088, 0.057, 0.077, 0.100, 0.106, 0.109, 0.103, -0.030, -0.454, -0.143, -0.190, -0.143, -0.477, -0.019, -0.047, -0.049, -0.043, -0.051, 0.063, 0.079, 0.088, 0.104, 0.123, 0.107, 0.112, 0.125, 0.119, 0.093, 0.089, 0.064, 0.073, 0.085, 0.090, 0.089, 0.089, 0.058]}

Number 1: M 825.927 g mol⁻¹. Number 2: M 850.027 g mol⁻¹.